No. 1
A structure of composition C37H28IrNOP2S2. Source: the OMol25 dataset; level of theory: ωB97M-V/def2-TZVPD.

Computed properties:
Net charge: +2
Kohn-Sham gap in Ha: 0.2472
Calculated total energy in hartree: -3139.66209

CARTESIAN COORDINATES (ANGSTROEM)
Ir -0.0052 -0.0061 0.2985
O 2.9965 -0.1323 -0.2915
S 1.7499 0.0507 -0.9980
C 1.8010 1.5901 -1.8909
C 2.9729 1.9771 -2.5202
C 2.9411 3.1225 -3.3038
C 1.7683 3.8550 -3.4420
C 0.6190 3.4865 -2.7552
C 0.6430 2.3494 -1.9564
P -0.6548 1.9013 -0.7952
C -0.2708 2.7288 0.7572
C 0.9109 3.4553 0.9394
C 1.1926 4.0041 2.1786
C 0.3086 3.8288 3.2359
C -0.8690 3.1088 3.0634
C -1.1595 2.5570 1.8315
C -2.2213 2.5101 -1.4154
C -2.6813 2.0638 -2.6549
C -3.8362 2.5934 -3.2000
C -4.5387 3.5752 -2.5123
C -4.0751 4.0395 -1.2901
C -2.9149 3.5182 -0.7399
C 1.5594 -1.1426 -2.3071
C 2.5874 -1.3299 -3.2172
C 2.3744 -2.2009 -4.2734
C 1.1565 -2.8568 -4.4097
C 0.1550 -2.6962 -3.4634
C 0.3603 -1.8459 -2.3820
P -0.7221 -1.7568 -0.9258
C -0.4650 -3.3230 -0.0593
C -0.8948 -4.4764 -0.7284
C -0.7098 -5.7210 -0.1575
C -0.0983 -5.8308 1.0866
C 0.3269 -4.6941 1.7531
C 0.1457 -3.4410 1.1832
C -2.4264 -1.8022 -1.4665
C -3.4011 -2.3629 -0.6388
C -4.7203 -2.3951 -1.0592
C -5.0668 -1.8887 -2.3049
C -4.0961 -1.3496 -3.1401
C -2.7788 -1.2994 -2.7195
H 3.8888 1.4151 -2.3918
H 3.8393 3.4435 -3.8138
H 1.7575 4.7357 -4.0697
H -0.2778 4.0903 -2.8158
H 1.6065 3.5981 0.1226
H 2.1030 4.5698 2.3206
H 0.5382 4.2578 4.2021
H -1.5550 2.9808 3.8892
H -2.0760 1.9909 1.7025
H -2.1196 1.3260 -3.2087
H -4.1854 2.2510 -4.1645
H -5.4412 3.9912 -2.9394
H -4.6117 4.8172 -0.7645
H -2.5560 3.9050 0.2022
H 3.5354 -0.8194 -3.1100
H 3.1593 -2.3631 -4.9992
H 0.9958 -3.5159 -5.2521
H -0.7770 -3.2359 -3.5653
H -1.3891 -4.4088 -1.6892
H -1.0471 -6.6064 -0.6787
H 0.0428 -6.8056 1.5334
H 0.8038 -4.7750 2.7201
H 0.4902 -2.5684 1.7139
H -3.1323 -2.7752 0.3259
H -5.4766 -2.8287 -0.4196
H -6.0962 -1.9304 -2.6349
H -4.3676 -0.9869 -4.1225
H -2.0090 -0.9303 -3.3870
S 1.0800 -1.1585 4.6963
C 0.5978 -0.6926 3.2946
N 0.2238 -0.3167 2.2118

No. 2
A cluster of 2 separate species, C2H6N2O4 in total. Source: the OMol25 dataset; level of theory: ωB97M-V/def2-TZVPD.

Computed properties:
Net charge: 0
Kohn-Sham gap in Ha: 0.3651
SMILES: COC(N)=O.O=NO
Calculated total energy in hartree: -490.16878

CARTESIAN COORDINATES (ANGSTROEM)
C 1.6835 1.2320 1.0634
C -0.3275 0.8638 -0.0872
N -0.6909 -0.1300 0.7351
N -0.5769 -1.9645 -1.9063
O -0.6309 -3.1953 -1.8788
O -1.7321 -1.3971 -1.5771
O -1.0595 0.9854 -1.0703
O 0.8170 1.6090 -0.0251
H 1.3228 1.1438 2.1015
H 2.4428 2.0434 0.8848
H 2.0825 0.1348 0.9828
H -0.3973 -0.2108 1.6680
H -1.3794 -0.8125 0.4911
H -1.5539 -0.3019 -1.3819